No. 1
A molecular structure, C45H46IrN5S5, computed with ωB97M-V/def2-TZVPD.

Properties
- multiplicity = 2
- highest occupied orbital energy (spin up / spin down) (eV) = -9.516 / -10.235
- net charge = +1
- HOMO-LUMO gap (spin up / spin down) (eV) = 6.03 / 6.08
- relative energy (zero: lowest compared OMol25 entry of this formula, charge and spin) (kcal per mole) = 0.0

Each line ends with the Löwdin spin population.
Cartesian coordinates (Å):
Ir 0.65 -0.93 0.31  0.025
C -2.49 -3.23 1.31  0.003
C -1.43 -4.26 1.05  0.000
C -1.45 -5.47 1.72  0.004
C -0.54 -6.47 1.43  0.000
C 0.40 -6.27 0.43  0.004
C 0.46 -5.06 -0.26  0.004
C 1.47 -4.90 -1.37  0.007
C -0.44 -4.05 0.08  0.002
N -0.30 -2.77 -0.59  0.009
C -0.66 -2.68 -1.80  0.000
C -1.44 -3.72 -2.55  0.000
C -0.19 -1.46 -2.53  -0.001
C -0.19 -1.51 -4.03  0.000
N 0.27 -0.49 -1.84  0.000
C 0.70 0.70 -2.55  0.000
C -0.26 1.60 -3.03  0.000
C -1.74 1.37 -2.85  0.000
C 0.17 2.72 -3.72  0.000
C 1.52 2.98 -3.89  0.000
C 2.45 2.06 -3.45  0.000
C 2.05 0.89 -2.81  0.000
C 3.07 -0.19 -2.56  0.000
H -3.29 -3.65 1.91  0.000
H -2.92 -2.87 0.37  0.000
H -2.09 -2.36 1.83  0.004
H -2.22 -5.64 2.47  0.000
H -0.57 -7.41 1.96  0.000
H 1.09 -7.06 0.16  0.000
H 2.36 -5.49 -1.15  0.000
H 1.78 -3.86 -1.50  0.003
H 1.06 -5.26 -2.32  0.001
H -1.79 -4.50 -1.88  0.000
H -0.84 -4.18 -3.33  0.000
H -2.30 -3.25 -3.03  0.000
H 0.45 -2.33 -4.35  0.000
H 0.19 -0.59 -4.45  0.000
H -1.19 -1.70 -4.42  0.000
H -2.01 1.36 -1.80  0.000
H -2.06 0.41 -3.28  0.000
H -2.31 2.16 -3.34  0.000
H -0.56 3.40 -4.12  0.000
H 1.84 3.88 -4.41  0.000
H 3.51 2.21 -3.63  0.000
H 3.99 0.23 -2.16  0.000
H 3.32 -0.67 -3.51  0.000
H 2.72 -0.95 -1.88  0.000
S 1.33 -6.12 5.72  0.130
C 1.33 -4.95 4.60  -0.002
S 0.31 -3.54 4.68  0.014
C 0.81 -2.82 3.19  0.168
C 1.78 -3.51 2.47  0.139
S 2.41 -2.94 1.05  0.239
S 2.33 -5.00 3.17  0.005
S 0.20 -1.33 2.71  0.212
C -0.81 4.19 -1.17  0.000
C -0.88 4.95 0.12  0.000
C -0.82 6.34 0.12  0.000
C -0.93 7.07 1.29  0.000
C -1.10 6.42 2.50  0.000
C -1.14 5.03 2.53  0.000
C -1.04 4.30 1.35  0.000
N -1.18 2.88 1.44  0.000
C -0.27 1.94 1.05  0.000
N 0.96 2.42 0.84  0.000
C 2.17 1.74 0.64  0.000
C 2.26 0.36 0.53  0.005
C 3.57 -0.15 0.45  0.009
C 4.69 0.65 0.48  0.001
C 4.55 2.03 0.51  0.000
C 3.29 2.59 0.58  0.000
C 3.13 4.09 0.60  0.000
N -0.58 0.67 0.94  -0.001
C -1.95 0.32 1.23  0.003
C -2.72 -0.19 0.17  0.000
C -4.05 -0.51 0.34  0.000
C -4.63 -0.37 1.59  0.000
C -3.87 0.11 2.65  0.000
C -2.53 0.47 2.50  0.002
C -1.79 0.98 3.71  0.001
H -1.13 4.82 -2.00  0.000
H -1.46 3.31 -1.14  0.000
H 0.20 3.84 -1.38  0.000
H -0.70 6.86 -0.82  0.000
H -0.90 8.15 1.25  0.000
H -1.21 6.98 3.42  0.000
H -1.26 4.50 3.46  0.000
H -2.09 2.52 1.68  0.000
H 1.04 3.41 0.98  0.000
H 3.74 -1.21 0.36  0.007
H 5.68 0.20 0.45  0.000
H 5.42 2.67 0.47  0.000
H 4.10 4.57 0.46  0.000
H 2.73 4.46 1.55  0.000
H 2.48 4.44 -0.21  0.000
H -2.23 -0.33 -0.78  0.000
H -4.63 -0.88 -0.49  0.000
H -5.67 -0.63 1.75  0.000
H -4.32 0.21 3.63  0.000
H -1.87 0.25 4.52  0.000
H -2.22 1.91 4.07  0.000
H -0.73 1.14 3.52  0.001

No. 2
2 unconnected molecules or ions with the total composition C45H46N3OS2, computed with ωB97M-V/def2-TZVPD.

Properties
- highest occupied orbital energy (eV) = -8.815
- net charge = +1
- HOMO-LUMO gap (eV) = 3.95

Each line ends with the Mulliken charge.
Cartesian coordinates (Å):
C -5.48 -2.18 2.71  -1.672
C -4.26 -1.35 2.43  0.763
C -3.16 -1.40 3.28  -1.149
C -2.03 -0.61 3.06  0.725
C -1.00 -0.44 4.13  -1.562
C -1.93 0.06 1.83  -0.502
N -0.67 0.61 1.42  1.864
C 0.50 -0.09 1.15  0.016
C 0.61 -1.57 1.21  -0.803
C 0.28 -2.44 0.03  2.180
C 0.98 -3.75 0.01  -2.273
C -1.08 -2.39 -0.45  -0.069
C -1.53 -1.24 -1.11  1.848
C -2.68 -1.26 -1.90  -1.026
C -3.54 -2.36 -1.83  -1.196
C -3.20 -3.46 -1.03  -0.964
C -1.99 -3.50 -0.36  -0.261
O 1.05 -2.09 2.26  -0.711
N 1.51 0.78 1.36  1.374
C 2.93 0.63 1.51  0.596
C 3.67 -0.37 0.84  0.463
C 3.12 -1.25 -0.22  -0.490
C 5.04 -0.55 1.12  -1.262
C 5.76 0.43 1.79  0.607
C 7.26 0.35 1.87  -1.565
C 5.04 1.49 2.36  -1.046
C 3.65 1.56 2.30  0.988
C 3.01 2.64 3.09  -1.145
N 0.99 2.07 1.37  -1.127
C -0.31 1.95 1.51  0.595
C -1.27 3.03 1.73  0.077
C -1.19 4.17 0.90  -0.718
C -2.18 5.15 0.97  -0.759
C -3.21 5.05 1.92  -0.517
C -3.24 3.96 2.81  -0.704
C -2.26 2.98 2.75  0.350
C -3.08 0.27 1.06  1.675
C -3.11 1.28 -0.05  -1.770
C -4.23 -0.48 1.34  -1.184
H -6.27 -1.97 1.99  0.370
H -5.24 -3.26 2.66  0.341
H -5.86 -1.99 3.72  0.381
H -3.20 -2.05 4.16  0.497
H -0.79 0.63 4.31  0.232
H -1.39 -0.86 5.06  0.557
H -0.06 -0.95 3.88  0.225
H 0.59 -4.36 -0.82  0.473
H 2.06 -3.65 -0.14  0.263
H 0.82 -4.29 0.96  0.399
H -0.82 -0.39 -1.10  -1.084
H -2.90 -0.42 -2.56  0.635
H -4.48 -2.34 -2.38  0.436
H -3.90 -4.30 -0.94  0.449
H -1.70 -4.35 0.26  0.496
H 3.75 -1.21 -1.12  0.899
H 3.09 -2.28 0.12  0.439
H 2.11 -0.92 -0.53  -1.547
H 5.57 -1.42 0.72  0.517
H 7.66 1.16 2.48  0.364
H 7.58 -0.61 2.30  0.353
H 7.70 0.41 0.87  0.316
H 5.60 2.27 2.89  0.284
H 3.80 3.29 3.46  0.436
H 2.32 3.22 2.48  0.175
H 2.47 2.23 3.96  0.242
H -0.37 4.23 0.17  0.454
H -2.15 6.00 0.29  0.412
H -3.98 5.82 1.98  0.404
H -4.03 3.88 3.55  0.430
H -2.26 2.15 3.46  0.287
H -3.85 0.96 -0.80  0.577
H -3.41 2.27 0.33  0.330
H -2.14 1.38 -0.54  0.048
H -5.09 -0.38 0.69  0.302
C -1.79 -0.98 -6.03  -0.525
C -1.76 0.16 -5.21  -0.596
C -0.93 0.20 -4.09  -0.328
C -0.11 -0.90 -3.78  0.415
C 0.94 -0.75 -2.77  0.911
S 2.43 -1.50 -3.17  -0.146
C 3.20 -0.17 -4.20  -0.627
C 2.94 1.26 -3.75  -0.770
C 2.64 1.34 -2.26  -0.741
S 0.97 0.71 -1.88  0.265
C -0.18 -2.07 -4.57  -0.652
C -1.03 -2.10 -5.67  -0.856
H -2.40 -0.98 -6.92  0.451
H -2.38 1.03 -5.44  0.456
H -0.87 1.11 -3.48  0.375
H 4.27 -0.41 -4.17  0.526
H 2.82 -0.36 -5.22  0.356
H 3.86 1.83 -3.94  0.443
H 2.14 1.74 -4.32  0.284
H 3.39 0.87 -1.61  0.169
H 2.53 2.38 -1.93  0.656
H 0.45 -2.93 -4.31  0.453
H -1.09 -3.02 -6.27  0.443

No. 3
7 unconnected molecules or ions with the total composition C45H47F5N7S, computed with ωB97M-V/def2-TZVPD.

Properties
- highest occupied orbital energy (eV) = -9.169
- net charge = +1
- HOMO-LUMO gap (eV) = 5.39
- relative energy (zero: lowest compared OMol25 entry of this formula, charge and spin) (kcal per mole) = 0.0

Each line ends with the Mulliken charge.
Cartesian coordinates (Å):
C -2.27 0.90 1.07  -1.463
C -0.93 0.71 0.39  0.805
C 0.24 0.72 1.15  -1.334
C 1.48 0.58 0.53  0.059
C 1.57 0.43 -0.85  1.106
C 2.91 0.26 -1.54  -1.625
S 4.10 1.44 -0.84  0.274
C 5.29 0.48 0.10  0.806
C 4.91 -0.75 0.60  -0.464
C 5.82 -1.42 1.39  -0.577
N 7.04 -0.96 1.67  -0.529
C 7.36 0.22 1.17  -0.485
C 6.54 1.00 0.37  -0.509
C 4.98 2.18 -2.34  0.971
F 6.29 1.99 -2.20  -0.119
F 4.59 1.48 -3.42  -0.264
C 4.58 3.62 -2.45  0.470
C 3.22 3.92 -2.55  -0.581
C 2.80 5.23 -2.68  -0.929
C 3.75 6.25 -2.69  -0.771
C 5.10 5.94 -2.58  -0.146
C 6.10 7.07 -2.55  0.930
F 5.71 8.10 -3.29  -0.256
F 7.30 6.68 -2.99  -0.260
F 6.27 7.52 -1.31  -0.242
C 5.54 4.63 -2.46  -0.525
C 0.41 0.40 -1.62  -0.737
C -0.82 0.54 -0.98  -0.631
H -3.03 1.04 0.32  0.299
H -2.45 0.03 1.71  0.317
H -2.17 1.80 1.67  0.422
H 0.21 0.85 2.22  0.505
H 2.35 0.59 1.17  0.322
H 3.31 -0.75 -1.47  0.945
H 2.80 0.49 -2.60  0.521
H 3.93 -1.17 0.44  0.311
H 5.54 -2.37 1.81  0.383
H 8.34 0.61 1.41  0.480
H 6.82 1.97 0.00  0.607
H 2.48 3.12 -2.54  0.430
H 1.75 5.46 -2.78  0.554
H 3.40 7.26 -2.78  0.454
H 6.59 4.40 -2.39  0.656
H 0.49 0.27 -2.69  0.455
H -1.71 0.53 -1.60  0.375
N 9.51 1.61 -2.65  0.094
C 9.63 0.73 -1.60  -0.030
C 10.90 0.21 -1.63  -0.620
C 11.57 0.80 -2.74  -0.441
C 10.68 1.65 -3.35  -0.541
H 8.69 2.13 -2.87  0.177
H 8.82 0.57 -0.92  0.129
H 11.30 -0.51 -0.94  0.401
H 12.58 0.61 -3.06  0.405
H 10.79 2.28 -4.21  0.386
N -2.35 5.15 -1.48  0.011
C -2.21 3.79 -1.52  -0.430
C -3.31 3.27 -2.15  -0.053
C -4.15 4.36 -2.50  -0.876
C -3.53 5.51 -2.08  -0.446
H -1.69 5.79 -1.07  0.192
H -1.34 3.30 -1.10  0.400
H -3.50 2.23 -2.33  0.434
H -5.10 4.31 -3.00  0.399
H -3.82 6.54 -2.14  0.392
N -2.38 -2.92 3.16  0.096
C -2.53 -3.04 4.51  -1.057
C -3.84 -3.36 4.76  -0.261
C -4.51 -3.42 3.51  -0.427
C -3.58 -3.14 2.54  -0.620
H -1.52 -2.69 2.69  0.219
H -1.70 -2.90 5.18  0.568
H -4.28 -3.52 5.73  0.429
H -5.55 -3.64 3.33  0.463
H -3.67 -3.09 1.47  0.574
N -0.87 -5.97 5.30  0.072
C -0.72 -5.99 6.66  -0.236
C 0.14 -7.01 6.97  -0.614
C 0.53 -7.62 5.74  -0.453
C -0.11 -6.95 4.73  -0.490
H -1.45 -5.32 4.79  0.261
H -1.25 -5.29 7.29  0.351
H 0.46 -7.29 7.96  0.387
H 1.20 -8.45 5.62  0.387
H -0.09 -7.10 3.67  0.354
N -6.17 -1.07 1.05  0.206
C -6.32 -1.94 0.00  -0.811
C -7.63 -2.33 -0.03  -0.194
C -8.30 -1.67 1.03  -0.216
C -7.37 -0.90 1.68  -0.763
H -5.31 -0.63 1.32  0.123
H -5.48 -2.21 -0.62  0.412
H -8.06 -3.02 -0.74  0.320
H -9.34 -1.76 1.30  0.481
H -7.47 -0.25 2.53  0.409
N -10.73 -2.59 -1.62  0.115
C -10.61 -3.95 -1.63  -0.230
C -11.71 -4.47 -2.27  -0.595
C -12.52 -3.37 -2.66  -0.360
C -11.89 -2.23 -2.25  -0.554
H -10.07 -1.95 -1.21  0.185
H -9.76 -4.44 -1.18  0.325
H -11.91 -5.51 -2.43  0.391
H -13.46 -3.42 -3.19  0.392
H -12.16 -1.19 -2.35  0.370

No. 4
A molecular structure, C45H47KN5Si2, computed with ωB97M-V/def2-TZVPD.

Properties
- highest occupied orbital energy (eV) = -3.090
- net charge = -1
- HOMO-LUMO gap (eV) = 4.89
- relative energy (zero: lowest compared OMol25 entry of this formula, charge and spin) (kcal per mole) = 1.7

Each line ends with the Mulliken charge.
Cartesian coordinates (Å):
K -0.11 -0.20 0.06  1.440
C -3.43 1.20 -0.31  -1.193
N -2.39 1.48 0.68  1.013
C -2.33 2.91 0.99  -1.902
C -0.95 3.55 0.90  0.965
C -0.85 4.93 1.04  -1.032
C 0.41 5.51 1.04  -0.454
C 1.53 4.69 0.90  -1.178
C 1.32 3.33 0.76  -0.700
N 0.11 2.77 0.75  0.510
C -2.57 0.66 1.88  0.068
C -1.53 0.91 2.96  -0.116
C -1.89 1.37 4.21  -0.728
C -0.89 1.58 5.16  -0.753
C 0.43 1.31 4.81  -0.607
C 0.69 0.84 3.53  -0.576
N -0.26 0.65 2.63  0.780
C -3.46 -0.21 -0.84  0.627
C -4.62 -0.97 -0.77  -0.807
C -4.63 -2.23 -1.35  -0.414
C -3.48 -2.70 -1.95  -0.909
C -2.35 -1.89 -1.94  0.220
N -2.35 -0.67 -1.42  -0.403
H -3.25 1.87 -1.16  0.557
H -4.43 1.45 0.09  0.372
H -2.73 3.11 1.99  0.343
H -2.99 3.45 0.30  0.662
H -1.74 5.54 1.15  0.478
H 0.53 6.58 1.15  0.383
H 2.53 5.08 0.92  0.520
H 2.15 2.64 0.65  0.804
H -2.51 -0.39 1.58  -0.698
H -3.57 0.81 2.32  0.407
H -2.92 1.57 4.45  0.483
H -1.13 1.94 6.15  0.384
H 1.24 1.46 5.51  0.518
H 1.70 0.63 3.21  0.254
H -5.50 -0.57 -0.28  0.361
H -5.52 -2.84 -1.32  0.372
H -3.43 -3.69 -2.39  0.439
H -1.41 -2.24 -2.35  0.369
C 5.34 -4.04 1.16  -0.732
C 4.01 -3.75 1.42  -0.214
C 3.47 -2.55 0.97  0.673
C 4.23 -1.59 0.28  0.137
C 5.57 -1.91 0.05  -0.057
C 6.12 -3.12 0.47  -0.809
Si 3.32 0.06 -0.12  -0.324
C 4.04 0.65 -1.81  0.795
C 4.76 -0.13 -2.73  -0.283
C 5.14 0.35 -3.98  -0.660
C 4.80 1.64 -4.37  -0.513
C 4.07 2.44 -3.49  -0.639
C 3.69 1.94 -2.25  -0.508
C 4.33 1.19 1.12  -0.070
C 4.38 0.79 2.47  -0.615
C 4.91 1.59 3.47  -0.449
C 5.43 2.85 3.16  -0.579
C 5.41 3.26 1.84  -0.666
C 4.87 2.44 0.84  -0.165
H 5.77 -4.98 1.49  0.360
H 3.38 -4.46 1.95  0.267
H 2.41 -2.35 1.14  -0.589
H 6.21 -1.20 -0.44  0.391
H 7.16 -3.33 0.27  0.362
H 5.01 -1.15 -2.47  0.385
H 5.69 -0.29 -4.65  0.372
H 5.10 2.02 -5.34  0.341
H 3.78 3.44 -3.79  0.417
H 3.08 2.57 -1.62  0.309
H 3.99 -0.19 2.74  0.353
H 4.94 1.23 4.49  0.394
H 5.85 3.48 3.93  0.358
H 5.83 4.23 1.56  0.445
H 4.90 2.80 -0.18  0.328
C 0.08 -5.58 1.34  -1.343
Si -0.43 -3.76 1.16  0.163
C 0.07 -2.99 2.81  -0.464
C -2.33 -3.78 1.20  -0.964
N 0.10 -2.87 -0.15  0.574
C 1.00 -3.08 -1.15  0.214
C 1.79 -4.26 -1.28  -0.511
C 2.71 -4.42 -2.30  -0.622
C 2.90 -3.44 -3.27  -0.675
C 2.14 -2.28 -3.19  -0.798
C 1.22 -2.11 -2.16  0.331
H -0.45 -6.00 2.20  0.336
H 1.15 -5.68 1.52  0.312
H -0.17 -6.18 0.46  0.350
H -0.55 -3.37 3.63  0.414
H -0.03 -1.90 2.80  -0.224
H 1.11 -3.21 3.05  0.280
H -2.70 -4.21 2.14  0.365
H -2.73 -4.37 0.37  0.257
H -2.74 -2.77 1.10  0.022
H 1.70 -5.04 -0.54  0.080
H 3.30 -5.33 -2.33  0.369
H 3.63 -3.57 -4.06  0.353
H 2.27 -1.49 -3.91  0.323
H 0.66 -1.18 -2.14  0.183

Number 1: molar mass 1009.45 g/mol. Number 2: molar mass 709.02 g/mol. Number 3: molar mass 812.98 g/mol. Number 4: molar mass 753.18 g/mol.